Entry 1:
# C24H50N13O18

9 unconnected molecules or ions with the total composition C24H50N13O18 (ωB97M-V/def2-TZVPD, the OMol25 dataset).

```
105
C24H50N13O18 | the OMol25 dataset | ωB97M-V/def2-TZVPD
C 0.295 3.384 0.142
C 0.174 1.934 0.550
C 1.285 1.187 0.913
C 1.125 -0.137 1.284
C -0.113 -0.771 1.335
C -0.121 -2.224 1.783
C -1.336 -2.674 2.596
C 0.166 -3.166 0.593
C -1.216 -0.008 0.960
O -2.489 -0.601 1.007
C -3.422 -0.044 0.141
N -4.602 -0.898 0.181
C -5.535 -1.009 1.159
N -5.453 -0.231 2.279
N -6.447 -1.915 0.832
C -6.068 -2.352 -0.371
N -4.966 -1.756 -0.794
C -4.286 -2.011 -2.064
C -2.863 -2.561 -1.888
O -2.855 -3.636 -0.971
C -2.354 -3.024 -3.259
N -0.938 -2.834 -3.519
C -1.075 1.323 0.584
H 0.005 4.010 0.988
H -0.388 3.583 -0.683
H 1.318 3.643 -0.113
H 2.275 1.621 0.918
H 2.008 -0.708 1.544
H 0.739 -2.324 2.448
H -1.086 -3.609 3.102
H -2.203 -2.900 1.973
H -1.612 -1.948 3.361
H 0.884 -2.661 -0.051
H -0.735 -3.453 0.061
H 0.652 -4.066 0.976
H -3.059 0.032 -0.886
H -3.749 0.950 0.453
H -5.224 -0.599 3.185
H -5.737 0.732 2.224
H -6.596 -3.118 -0.916
H -4.875 -2.768 -2.581
H -4.285 -1.117 -2.690
H -2.186 -1.777 -1.529
H -2.827 -3.308 -0.065
H -2.892 -2.398 -3.978
H -2.671 -4.052 -3.443
H -0.741 -1.861 -3.714
H -0.365 -3.137 -2.740
H -1.922 1.944 0.319
C 3.951 -4.041 -1.225
N 2.793 -3.270 -1.754
O 2.733 -2.086 -1.490
O 1.976 -3.878 -2.415
H 4.581 -3.364 -0.660
H 3.551 -4.831 -0.596
H 4.479 -4.459 -2.077
C 4.897 2.158 2.861
N 5.264 0.763 2.497
O 6.433 0.451 2.561
O 4.362 0.021 2.163
H 5.800 2.688 3.140
H 4.429 2.616 1.996
H 4.201 2.109 3.693
C 9.577 2.526 4.027
N 8.479 3.440 4.445
O 8.221 4.384 3.732
O 7.892 3.163 5.474
H 9.988 2.895 3.095
H 10.320 2.528 4.819
H 9.143 1.537 3.907
C -2.216 -2.154 -7.211
N -2.786 -0.860 -6.752
O -2.429 0.153 -7.304
O -3.585 -0.901 -5.829
H -1.531 -1.957 -8.023
H -1.702 -2.603 -6.367
H -3.045 -2.775 -7.542
C -8.976 -0.068 1.891
N -10.140 0.788 2.252
O -10.416 1.702 1.504
O -10.723 0.506 3.274
H -8.563 0.305 0.960
H -8.258 -0.002 2.702
H -9.332 -1.087 1.781
C 2.350 -0.779 -7.996
N 1.218 -1.661 -7.604
O 0.576 -1.364 -6.616
O 1.001 -2.626 -8.306
H 2.414 0.032 -7.281
H 3.249 -1.389 -7.991
H 2.142 -0.413 -8.997
C 6.836 2.579 8.490
N 5.413 2.540 8.927
O 5.031 3.387 9.704
O 4.725 1.653 8.462
H 7.322 3.416 8.978
H 7.289 1.636 8.778
H 6.841 2.697 7.413
C 0.073 6.887 -2.248
N 0.616 6.496 -0.917
O 1.771 6.131 -0.863
O -0.143 6.570 0.026
H 0.859 6.769 -2.984
H -0.770 6.236 -2.459
H -0.250 7.921 -2.175
```

Summary:
total charge: +1
HOMO level: -0.407 Ha
DFT total energy: -81896.349 eV
F_max: 0.01677 hartree/bohr
lowest unoccupied orbital energy: -0.1134 hartree

Atom charges from the Mulliken analysis, given in e for atoms 1 to 4:
1 C -1.5998
2 C 0.4871
3 C -0.9301
4 C -1.1800

***

Entry 2:
# C24H51Cl8F3N2O2

7 unconnected molecules or ions with the total composition C24H51Cl8F3N2O2 in a non-equilibrium geometry (ωB97M-V/def2-TZVPD, the OMol25 dataset).

```
90
C24H51Cl8F3N2O2 | the OMol25 dataset | ωB97M-V/def2-TZVPD
C 0.479 -0.813 -3.913
C 0.234 -1.337 -2.490
O -0.081 -2.727 -2.509
C -1.343 -3.030 -2.757
O -2.220 -2.257 -2.979
C -1.573 -4.540 -2.793
F -2.691 -4.830 -2.140
F -1.737 -4.948 -4.038
F -0.542 -5.173 -2.250
H -0.411 -1.087 -4.530
H 1.328 -1.317 -4.351
H 0.633 0.236 -3.953
H -0.528 -0.790 -1.917
H 1.194 -1.334 -1.920
C 0.061 -3.844 0.866
C 1.500 -4.351 0.786
N 2.479 -3.364 1.284
C 2.566 -3.463 2.725
C 3.437 -2.343 3.392
C 3.794 -3.554 0.687
C 3.968 -2.965 -0.712
H -0.033 -2.826 0.525
H -0.204 -3.840 1.919
H -0.616 -4.620 0.420
H 1.613 -5.291 1.325
H 1.773 -4.635 -0.247
H 1.522 -3.399 3.057
H 2.870 -4.433 3.027
H 3.295 -1.364 2.994
H 3.167 -2.306 4.430
H 4.477 -2.660 3.303
H 4.080 -4.624 0.681
H 4.513 -3.093 1.356
H 3.820 -1.886 -0.712
H 3.250 -3.433 -1.378
H 4.960 -3.148 -1.117
C -2.332 2.139 -2.434
C -1.558 2.836 -1.268
N -1.385 4.283 -1.351
C -2.650 4.957 -1.248
C -2.435 6.239 -0.525
C -0.642 4.682 -2.553
C 0.668 3.956 -2.774
H -2.430 1.058 -2.150
H -1.803 2.254 -3.373
H -3.345 2.528 -2.454
H -2.052 2.596 -0.310
H -0.569 2.348 -1.194
H -3.011 5.115 -2.263
H -3.398 4.386 -0.692
H -2.117 5.973 0.489
H -1.585 6.759 -1.021
H -3.261 6.974 -0.400
H -0.522 5.766 -2.497
H -1.161 4.562 -3.494
H 1.345 3.813 -1.964
H 1.245 4.407 -3.567
H 0.504 2.895 -2.919
Cl -5.057 1.669 -0.400
C -4.386 0.231 0.471
C -4.065 -0.878 -0.542
Cl -3.419 -2.271 0.385
H -5.097 -0.177 1.132
H -3.515 0.549 1.037
H -3.350 -0.562 -1.271
H -4.965 -1.186 -1.075
Cl 3.570 4.160 2.071
C 1.844 4.723 1.970
C 1.429 4.973 0.502
Cl 2.184 6.473 -0.127
H 1.685 5.584 2.602
H 1.265 3.917 2.426
H 0.361 5.121 0.381
H 1.738 4.127 -0.127
Cl -2.621 -4.109 4.076
C -1.202 -3.311 4.888
C -1.045 -1.899 4.305
Cl 0.256 -0.980 5.180
H -0.307 -3.914 4.704
H -1.363 -3.276 5.973
H -1.957 -1.323 4.340
H -0.779 -1.967 3.267
Cl 2.212 0.848 -1.049
C 2.085 0.965 0.735
C 1.141 -0.083 1.333
Cl -0.525 -0.106 0.769
H 1.655 1.906 1.031
H 3.057 0.826 1.190
H 1.064 -0.036 2.450
H 1.565 -1.127 1.262
```

Summary:
total charge: 0
HOMO level: -0.315 Ha
DFT total energy: -141122.839 eV
F_max: 0.05407 hartree/bohr
lowest unoccupied orbital energy: 0.0123 hartree
SMILES string: CCOC(=O)C(F)(F)F.CCN(CC)CC.CCN(CC)CC.ClCCCl.ClCCCl.ClCCCl.ClCCCl

Atom charges from the Mulliken analysis, given in e for atoms 1 to 4:
1 C -1.3189
2 C 1.0287
3 O -0.2760
4 C 0.4565

***

Entry 3:
# C24H51ClN2O9P2Pb

A molecular structure, C24H51ClN2O9P2Pb in a non-equilibrium geometry (ωB97M-V/def2-TZVPD, the OMol25 dataset).

```
90
C24H51ClN2O9P2Pb | the OMol25 dataset | ωB97M-V/def2-TZVPD
C 2.041 -1.963 3.859
C 3.167 -1.438 2.945
C 3.892 -2.548 2.158
C 4.768 -2.038 0.982
C 5.305 -0.603 1.160
C 6.148 -0.241 -0.084
C 5.338 -0.150 -1.406
C 3.874 0.259 -1.247
C 3.661 1.757 -0.876
C 2.581 2.361 -1.809
C 1.791 3.532 -1.158
C 0.360 3.148 -0.756
C -0.711 3.483 -1.833
C -1.051 2.201 -2.664
C -2.524 1.675 -2.411
C -2.433 0.265 -1.753
O -3.637 -0.340 -1.251
C -4.210 0.325 -0.099
C -5.627 -0.271 0.051
O -5.610 -1.639 0.347
O -6.257 -2.375 -0.634
C -3.345 0.265 1.196
C -4.218 0.143 2.478
C -3.340 0.090 3.726
O -2.851 1.011 4.201
Cl -3.092 -1.490 4.518
O -2.272 -0.642 1.179
C -2.602 -2.027 1.186
N -1.313 -2.723 1.219
C -0.428 -2.278 0.142
C 0.672 -1.286 0.605
P -2.493 2.001 1.301
O -1.083 1.744 2.083
O -3.467 2.955 2.171
P -2.002 -0.834 -3.149
N -2.845 -0.308 -4.405
O -2.423 -2.353 -2.869
O -0.462 -0.806 -3.501
H 1.080 -1.504 3.593
H 1.883 -3.041 3.769
H 2.202 -1.689 4.903
H 2.690 -0.787 2.195
H 3.885 -0.796 3.456
H 4.463 -3.152 2.871
H 3.120 -3.221 1.759
H 5.645 -2.690 0.909
H 4.216 -2.153 0.044
H 5.976 -0.610 2.025
H 4.517 0.138 1.310
H 6.773 0.641 0.084
H 6.860 -1.066 -0.203
H 5.386 -1.141 -1.872
H 5.848 0.514 -2.111
H 3.314 -0.352 -0.532
H 3.397 0.094 -2.224
H 3.361 1.873 0.172
H 4.611 2.290 -0.974
H 3.117 2.722 -2.689
H 1.872 1.565 -2.071
H 1.816 4.374 -1.859
H 2.346 3.888 -0.286
H 0.371 2.075 -0.505
H 0.104 3.710 0.146
H -0.204 4.149 -2.534
H -1.590 3.960 -1.401
H -0.964 2.396 -3.734
H -0.343 1.441 -2.340
H -3.045 1.686 -3.407
H -2.992 2.440 -1.773
H -1.603 0.288 -1.039
H -4.395 1.406 -0.287
H -6.243 0.321 0.733
H -6.098 -0.169 -0.950
H -5.570 -2.509 -1.308
H -4.797 -0.790 2.488
H -4.957 0.942 2.554
H -3.145 -2.350 2.075
H -3.116 -2.345 0.264
H -1.462 -3.721 1.131
H 0.072 -3.164 -0.268
H -0.989 -1.800 -0.678
H 0.615 -0.392 -0.052
H 0.454 -0.909 1.604
H 1.687 -1.673 0.518
H -0.487 1.371 1.413
H -3.160 3.086 3.090
H -3.422 -1.096 -4.710
H -1.662 -2.943 -3.019
H 0.118 -1.034 -2.747
Pb -4.855 0.866 -3.136
```

Summary:
total charge: +2
HOMO level: -0.510 Ha
DFT total energy: -83450.834 eV
F_max: 0.08067 hartree/bohr
lowest unoccupied orbital energy: -0.3207 hartree
relative energy (zero: lowest compared OMol25 entry of this formula, charge and spin): 170.5 kJ/mol

Atom charges from the Mulliken analysis, given in e for atoms 1 to 4:
1 C -1.0743
2 C 0.4293
3 C -1.0410
4 C -0.6105

***

Entry 4:
# C24H51NO12PS4

5 unconnected molecules or ions with the total composition C24H51NO12PS4 in a non-equilibrium geometry (ωB97M-V/def2-TZVPD, the OMol25 dataset).

```
93
C24H51NO12PS4 | the OMol25 dataset | ωB97M-V/def2-TZVPD
C -3.532 -3.161 1.687
C -3.123 -1.758 2.231
P -1.812 -0.879 1.247
C -0.267 -1.901 1.345
C -0.280 -3.274 0.600
N -2.310 -0.636 -0.317
C -2.307 0.800 -0.630
C -0.892 1.391 -0.586
C -0.696 2.580 0.089
C 0.545 3.160 0.216
C 1.603 2.505 -0.385
C 1.438 1.345 -1.094
C 0.178 0.777 -1.199
C 0.064 -0.506 -2.013
H -4.520 -3.064 1.225
H -2.867 -3.532 0.905
H -3.563 -3.921 2.475
H -4.005 -1.118 2.168
H -2.777 -1.785 3.269
H -0.070 -2.114 2.405
H 0.608 -1.349 0.992
H 0.725 -3.465 0.198
H -0.564 -4.109 1.246
H -0.959 -3.264 -0.258
H -2.950 1.300 0.110
H -2.712 1.006 -1.637
H -1.540 3.090 0.544
H 0.635 4.080 0.783
H 2.617 2.906 -0.324
H 2.272 0.833 -1.566
H 0.877 -0.564 -2.746
H -0.916 -0.501 -2.487
H 0.160 -1.351 -1.331
O -2.114 -6.068 -0.926
S -3.541 -6.086 -1.004
O -4.352 -6.150 0.170
O -3.981 -7.271 -1.992
C -3.463 -8.582 -1.731
C -4.198 -9.271 -0.597
C -4.081 -4.737 -1.996
H -2.390 -8.531 -1.534
H -3.596 -9.148 -2.652
H -4.003 -8.777 0.355
H -3.877 -10.311 -0.513
H -5.275 -9.242 -0.764
H -3.503 -4.725 -2.916
H -3.906 -3.823 -1.427
H -5.142 -4.857 -2.202
O -4.710 3.250 -0.293
S -5.535 3.484 -1.432
O -5.066 4.227 -2.561
O -6.923 4.116 -0.940
C -6.863 5.283 -0.107
C -6.588 6.542 -0.906
C -6.177 1.946 -1.996
H -6.122 5.145 0.683
H -7.838 5.359 0.374
H -5.580 6.531 -1.321
H -6.686 7.423 -0.271
H -7.283 6.626 -1.743
H -6.584 1.404 -1.147
H -5.350 1.391 -2.436
H -6.943 2.137 -2.743
O 5.160 1.094 5.246
S 5.754 1.930 4.248
O 6.165 3.265 4.563
O 4.814 1.963 2.965
C 3.419 2.303 3.121
C 3.224 3.792 3.261
C 7.086 1.081 3.478
H 2.983 1.751 3.955
H 2.905 1.965 2.220
H 3.628 4.159 4.206
H 2.161 4.034 3.229
H 3.736 4.324 2.458
H 6.747 0.090 3.190
H 7.898 1.007 4.198
H 7.404 1.651 2.611
O 7.810 1.242 0.409
S 7.053 0.858 -0.748
O 7.481 -0.229 -1.571
O 6.832 2.145 -1.661
C 7.986 2.916 -2.035
C 8.761 2.270 -3.166
C 5.370 0.617 -0.293
H 8.623 3.088 -1.165
H 7.607 3.886 -2.355
H 9.229 1.341 -2.842
H 9.545 2.941 -3.520
H 8.098 2.027 -3.997
H 5.036 1.472 0.290
H 5.320 -0.290 0.306
H 4.776 0.502 -1.196
```

Summary:
total charge: -1
HOMO level: -0.087 Ha
DFT total energy: -104403.331 eV
F_max: 0.05339 hartree/bohr
lowest unoccupied orbital energy: 0.0809 hartree

Atom charges from the Mulliken analysis, given in e for atoms 1 to 4:
1 C -0.1989
2 C -0.6253
3 P -0.2951
4 C -0.5264

***

Entry 5:
# C24H51NO17P

5 unconnected molecules or ions with the total composition C24H51NO17P in a non-equilibrium geometry (ωB97M-V/def2-TZVPD, the OMol25 dataset).

```
94
C24H51NO17P | the OMol25 dataset | ωB97M-V/def2-TZVPD
C 5.560 3.291 0.431
C 4.969 4.486 -0.306
C 3.459 4.436 -0.465
C 3.058 3.904 -1.821
C 1.594 3.790 -2.080
N 0.835 2.770 -1.247
C 0.428 3.298 0.127
O -0.924 3.035 0.202
C -1.660 3.992 0.996
C -2.245 5.059 0.181
O -1.726 3.843 2.203
P 1.576 1.143 -1.239
O 1.804 0.756 -2.615
O 2.764 1.296 -0.279
O 0.504 0.339 -0.474
H 4.800 2.770 0.987
H 6.297 3.600 1.141
H 6.006 2.588 -0.242
H 5.432 4.575 -1.270
H 5.221 5.378 0.234
H 3.046 5.421 -0.346
H 3.070 3.812 0.318
H 3.411 4.601 -2.558
H 3.564 2.979 -2.036
H 1.416 3.532 -3.103
H 1.114 4.732 -1.899
H -0.052 2.605 -1.724
H 0.685 4.341 0.169
H 0.977 2.772 0.889
H -2.898 4.635 -0.558
H -2.767 5.720 0.841
H -1.465 5.615 -0.310
H 3.503 0.742 -0.564
H 0.687 0.293 0.473
C -0.233 2.921 5.146
C 0.160 1.878 4.129
O 1.535 1.487 4.266
C 1.766 0.640 5.277
O 0.931 0.184 6.005
O 3.072 0.426 5.345
C 3.474 -0.385 6.459
H 0.454 3.767 5.104
H -1.242 3.279 4.950
H -0.201 2.514 6.154
H 0.085 2.293 3.124
H -0.486 1.002 4.182
H 2.912 -1.313 6.482
H 3.327 0.158 7.390
H 4.528 -0.587 6.311
C 4.183 -4.665 2.032
C 4.000 -5.292 0.672
O 2.642 -5.182 0.212
C 2.292 -4.010 -0.288
O 3.000 -3.040 -0.415
O 1.023 -4.087 -0.674
C 0.531 -2.875 -1.245
H 3.473 -5.090 2.741
H 5.193 -4.852 2.394
H 4.024 -3.589 1.990
H 4.189 -6.361 0.711
H 4.670 -4.855 -0.067
H 1.181 -2.525 -2.043
H 0.442 -2.114 -0.476
H -0.451 -3.092 -1.653
C -3.722 -0.056 1.472
C -3.650 1.117 0.520
O -4.513 0.958 -0.611
C -5.801 1.227 -0.373
O -6.246 1.634 0.665
O -6.477 1.010 -1.489
C -7.892 1.226 -1.384
H -3.527 -0.986 0.939
H -2.983 0.057 2.266
H -4.707 -0.126 1.929
H -2.651 1.196 0.097
H -3.884 2.053 1.031
H -8.102 2.213 -0.982
H -8.343 0.466 -0.751
H -8.277 1.144 -2.394
C -1.398 -6.165 -2.738
C -1.508 -6.896 -4.056
O -2.831 -6.820 -4.607
C -3.134 -5.671 -5.200
O -2.404 -4.724 -5.330
O -4.379 -5.759 -5.654
C -4.863 -4.580 -6.303
H -2.154 -6.523 -2.038
H -0.413 -6.318 -2.299
H -1.552 -5.095 -2.874
H -1.322 -7.958 -3.926
H -0.789 -6.516 -4.782
H -4.181 -4.263 -7.087
H -4.995 -3.777 -5.581
H -5.821 -4.853 -6.731
```

Summary:
total charge: +1
HOMO level: -0.446 Ha
DFT total energy: -71298.359 eV
F_max: 0.06154 hartree/bohr
lowest unoccupied orbital energy: -0.0972 hartree

Atom charges from the Mulliken analysis, given in e for atoms 1 to 4:
1 C -1.0008
2 C -0.7617
3 C 0.0519
4 C -0.6873

***

Q: The lowest F_max belongs to which entry?
A: C24H50N13O18